(1)
C37H39IN8O4RbS2Sb | the ωB97M-V functional and the def2-TZVPD basis

Element x y z (Å)
I1 -4.5723 2.5941 5.5660
Sb1 -1.5604 1.4882 -1.3233
Rb1 1.4463 -0.2177 0.3993
S1 -2.1613 -1.8261 0.9906
S2 -1.6625 -4.7080 1.6064
O1 0.1787 3.6243 0.9882
O2 2.0168 1.0165 -4.4442
O3 1.4899 -6.2362 2.6752
O4 2.8947 -2.4647 1.4299
N1 0.2684 -2.8251 1.4253
N2 1.3230 1.1874 2.9976
N3 2.2043 2.5820 0.4807
N4 -1.7853 2.6313 2.4311
N5 1.0763 -3.8586 1.8182
N6 -2.2458 1.3944 2.2188
N7 0.7258 -1.3476 -2.1431
N8 1.9329 1.2256 -2.1019
C1 3.2776 -4.6869 2.1951
C2 2.2971 2.5826 -2.0338
C3 -3.9261 -0.0192 -2.9053
C4 0.2799 -2.6034 -2.1792
C5 1.3095 2.4856 2.6989
C6 2.8959 4.7312 -3.0628
C7 -3.3151 -3.0229 0.2794
C8 -3.3854 2.5138 -0.7087
C9 -1.0881 2.7620 -3.0158
C10 3.7095 -6.9417 2.9651
C11 1.2212 2.9261 1.2465
C12 1.0077 -2.9044 -4.4176
C13 -3.3682 -4.2105 1.2287
C14 5.0711 -6.7070 2.9157
C15 0.3964 -3.4262 -3.2843
C16 1.3172 -0.8435 -3.2245
C17 -4.1535 3.3461 -1.7262
C18 2.6055 3.3795 -3.1565
C19 1.2890 3.0891 5.0153
C20 2.3876 -3.5390 1.7724
C21 -3.1699 1.1883 3.1446
C22 1.2997 0.8294 4.2789
C23 -2.4778 -0.1438 -2.4530
C24 2.3270 3.2359 -0.7713
C25 1.2822 1.7345 5.3254
C26 1.8132 0.6186 -3.2728
C27 1.4642 -1.6028 -4.3901
C28 -1.8441 2.5566 -4.3213
C29 1.2918 3.4712 3.6885
C30 -2.3844 3.2253 3.4691
C31 4.6516 -4.4812 2.1567
C32 -0.9672 -3.0778 1.3661
C33 -3.3071 2.3236 3.9596
C34 2.8968 5.3594 -1.8294
C35 2.6188 4.5986 -0.7074
C36 5.5565 -5.4691 2.5097
C37 2.7965 -5.9441 2.6086
H1 -2.1211 4.2190 3.7889
H2 3.1151 6.4178 -1.7334
H3 -0.0228 2.6076 -3.1797
H4 -4.2839 -2.5294 0.1899
H5 -3.6906 0.2457 3.1944
H6 -3.0538 3.1475 0.1164
H7 1.2957 -0.2395 4.4670
H8 -0.1875 -2.9664 -1.2684
H9 -3.8727 -5.0678 0.7810
H10 -2.3572 -1.0136 -1.8046
H11 -4.0207 1.7479 -0.2551
H12 -1.0078 3.0494 1.8290
H13 3.1189 5.2883 -3.9674
H14 1.2800 3.8344 5.8025
H15 1.2588 1.3902 6.3507
H16 2.6251 5.0532 0.2771
H17 4.9851 -3.5037 1.8307
H18 2.5979 2.9027 -4.1212
H19 3.3159 -7.9013 3.2776
H20 -2.9074 2.7894 -4.2285
H21 -4.5904 0.1996 -2.0653
H22 1.1227 -3.5104 -5.3096
H23 -4.2824 -0.9476 -3.3680
H24 -1.4317 3.1949 -5.1095
H25 1.9292 -1.1278 -5.2411
H26 -1.8107 -0.3108 -3.3028
H27 0.0242 -4.4420 -3.2511
H28 -2.9792 -3.3315 -0.7126
H29 1.2648 4.5125 3.3961
H30 -4.0560 0.7788 -3.6377
H31 5.7596 -7.4974 3.1946
H32 -3.5071 4.0897 -2.1960
H33 -1.1911 3.7894 -2.6562
H34 1.0149 -5.3946 2.3688
H35 -3.8841 -3.9330 2.1487
H36 -4.9826 3.8868 -1.2548
H37 -1.7590 1.5265 -4.6732
H38 6.6217 -5.2804 2.4663
H39 -4.5757 2.7320 -2.5229

**LUMO level**: 3.212 eV
**Maximum force**: 0.24 eV/A
**Charge**: -2
**Total energy**: -3530.8759 a.u.
**Gap between HOMO and LUMO**: 5.21 eV
**Highest occupied orbital energy**: -1.998 eV

Here are the Löwdin charges for atoms 1 to 4, given in e: I 0.758; Sb 1.427; Rb 0.745; S 0.887

---

(2)
C2H4O2 | the ωB97M-V functional and the def2-TZVPD basis

Element x y z (Å)
O1 -1.9247 1.2431 -1.9774
O2 1.3367 -0.5904 1.3544
C1 -1.3957 0.3157 -2.5703
C2 1.4197 -0.3152 2.5614
H1 -1.5978 0.0261 -3.6290
H2 0.7445 0.4706 2.9763
H3 -0.6940 -0.3348 -1.9959
H4 2.1114 -0.8151 3.2805

**LUMO level**: 0.615 eV
**Maximum force**: 3.29 eV/A
**Total energy**: -229.0132 a.u.
**Gap between HOMO and LUMO**: 10.71 eV
**Highest occupied orbital energy**: -10.099 eV
**Structure (SMILES)**: C=O.C=O

Here are the natural (NBO) charges for atoms 1 to 4, given in e: O -0.497; O -0.500; C 0.266; C 0.262

---

(3)
C26H57NO9S3 | the ωB97M-V functional and the def2-TZVPD basis

Element x y z (Å)
S1 2.1032 -8.9457 -5.6392
S2 -1.0959 -0.3115 1.0714
S3 -1.1501 -5.0405 8.9769
O1 5.9189 -3.9017 -0.5283
O2 -0.4915 6.0464 -7.7524
O3 -0.8125 6.7588 5.5551
O4 4.1724 4.6087 -0.9146
O5 0.0662 0.1919 1.9304
O6 -2.5736 -4.7523 9.4315
O7 1.4529 -10.3219 -5.4047
O8 -3.1161 -6.1568 -1.6891
O9 -6.7411 5.5145 -0.9817
N1 4.2897 0.3724 -5.5785
C1 -0.5116 -3.5602 8.1111
C2 5.0762 4.4710 -0.0149
C3 -4.0583 -6.2080 0.4224
C4 5.2765 3.1992 0.8032
C5 -7.3360 6.5379 -0.6086
C6 -8.2850 6.5903 0.5845
C7 -0.7339 5.7154 6.2123
C8 -7.1735 7.7857 -1.4828
C9 -1.3787 4.5531 -6.0878
C10 2.2219 -8.1827 -3.9560
C11 5.9447 -4.1050 0.6823
C12 -2.0394 1.2228 0.6176
C13 6.1137 5.5903 0.2216
C14 7.2312 -3.8821 1.4230
C15 -1.8992 4.8710 6.7542
C16 -4.8281 -4.5584 -1.3330
C17 0.6551 -8.0629 -6.2543
C18 -3.8723 -5.6225 -0.9282
C19 -2.7141 5.5556 -7.9845
C20 -0.2656 -0.6225 -0.5370
C21 -1.4670 5.5579 -7.2233
C22 6.6111 1.5815 -4.9102
C23 -1.3077 -6.2380 7.5790
C24 0.6672 5.2375 6.4826
C25 5.3173 0.8772 -5.3317
C26 4.8610 -4.8283 1.3908
H1 4.3767 2.6252 0.5819
H2 -2.6166 1.6217 1.4517
H3 -3.6054 5.9925 -7.5342
H4 0.5122 -8.3230 -7.3031
H5 -1.9923 -7.0774 7.7006
H6 -4.0886 -7.2976 0.4198
H7 5.4689 3.1419 1.8745
H8 -8.2445 7.4799 1.2130
H9 6.0977 2.6243 0.3750
H10 -5.0425 -6.0417 0.8602
H11 5.8966 6.2967 1.0229
H12 -1.2054 -3.1125 7.3995
H13 4.9008 -5.9170 1.3547
H14 -2.0874 3.9303 6.2367
H15 -8.1544 8.1342 -1.8062
H16 -2.2494 3.9709 -5.7859
H17 -3.0281 4.5274 -8.1641
H18 -1.4531 2.1265 0.4516
H19 0.4819 -3.6517 7.6721
H20 6.2171 6.1853 -0.6858
H21 7.9207 -4.6862 1.1659
H22 -2.7851 5.4980 6.8552
H23 7.1260 5.2180 0.3789
H24 -1.7042 4.4424 7.7372
H25 6.9386 1.1063 -3.9856
H26 -6.6460 8.5837 -0.9602
H27 -4.6169 -3.5694 -0.9263
H28 2.2966 -7.0976 -4.0279
H29 -5.8604 -4.7682 -1.0529
H30 3.1216 -8.5095 -3.4345
H31 -8.0435 5.7852 1.2785
H32 1.2963 -8.3826 -3.4161
H33 -0.2728 -8.3040 -5.7356
H34 3.8850 -4.4169 1.1333
H35 -0.2941 -6.5722 7.3579
H36 -3.3228 -5.6934 1.0408
H37 6.3902 2.6082 -4.6183
H38 -2.8254 6.2179 -8.8431
H39 -1.1362 -0.6821 -1.1901
H40 -4.7327 -4.4174 -2.4097
H41 0.8703 -6.9945 -6.2354
H42 -2.6468 1.0332 -0.2674
H43 7.6024 -2.8953 1.1462
H44 0.3202 0.2288 -0.8835
H45 -0.6841 3.7745 -6.4030
H46 1.1257 5.5913 5.5592
H47 -0.3613 -2.8031 8.8807
H48 -9.3078 6.4439 0.2374
H49 0.6446 4.1574 6.6278
H50 -6.6039 7.5606 -2.3845
H51 7.2942 1.5032 -5.7560
H52 5.0218 -4.6977 2.4610
H53 1.0841 5.9104 7.2319
H54 7.0148 -3.8365 2.4903
H55 -1.7563 -5.8179 6.6788
H56 -0.9869 5.1779 -5.2852
H57 0.3214 -1.4707 -0.8895

**LUMO level**: 0.142 eV
**Maximum force**: 5.38 eV/A
**Total energy**: -2951.0386 a.u.
**Gap between HOMO and LUMO**: 8.94 eV
**Highest occupied orbital energy**: -8.801 eV

Here are the Löwdin charges for atoms 1 to 4, given in e: S 0.842; S 0.845; S 0.829; O 0.050